C20H24N2O as an isolated structure at a distorted geometry. Source: the Open Molecules 2025 dataset; level of theory: ωB97M-V/def2-TZVPD.

Values from the calculation:
orbital gap: 8.676 eV
LUMO: 0.4 eV
energy above the lowest of the compared OMol25 structures with the same formula, charge and spin: 19.799 eV
net charge: 0

Geometry (Å):
C  -5.2514  -0.1387  -1.1334
H  -6.1248  -0.6254  -1.1979
H  -4.8281  0.0580  -2.2808
H  -5.3214  0.8160  -0.7989
C  -4.2656  -1.1536  -0.5909
N  -3.0212  -0.4605  -0.4696
C  -2.7462  0.7371  0.1025
O  -3.4816  1.6574  0.2998
C  -1.2580  1.2169  -0.2896
C  -0.4061  0.7398  -1.2950
C  0.8473  1.2650  -1.3166
C  1.4313  1.8242  -0.3890
C  0.7814  1.9992  0.6601
C  -0.5768  2.0174  0.8515
H  -1.2135  2.2640  1.5089
H  1.1558  2.6986  1.7039
C  3.0716  1.7343  -0.2038
N  3.7533  0.6295  0.1109
C  4.1698  -0.0840  -1.1662
C  3.4787  -1.5767  -0.8523
C  2.1532  -1.6493  -0.3352
C  0.9888  -2.2980  -0.4925
C  -0.0573  -2.2759  0.1666
C  -0.1848  -1.5874  1.4445
C  0.9603  -0.7045  1.4272
C  2.2067  -0.8511  0.9044
C  3.3423  -0.2150  1.2107
H  4.1963  -0.5074  1.5152
H  3.0439  0.6591  2.1119
H  0.9396  -0.3194  2.6406
H  -1.0130  -1.5278  1.8142
H  -0.9281  -3.0156  -0.3248
H  1.1954  -2.9455  -1.5302
H  3.3958  -2.2027  -1.9810
H  4.1884  -2.2898  -0.3912
H  5.1986  -0.0523  -1.1809
H  3.6980  0.2676  -2.1863
H  3.2958  2.6395  0.7912
H  3.3787  2.3370  -1.1921
H  1.3618  0.8788  -2.1006
H  -0.8305  0.1906  -1.9518
H  -2.3366  -0.8999  -0.5351
C  -4.8162  -1.1832  1.0501
H  -4.0460  -1.8897  1.5892
H  -4.8838  -0.1018  1.4182
H  -5.5353  -1.6850  1.0619
H  -4.1250  -2.0746  -0.8618